<1>
Here is a single H3PS2 molecule from OMol25. Energies are from wB97M-V/def2-TZVPD.

XYZ file:
```
6
Properties=species:S:1:pos:R:3
S -2.0409 0.6470 0.0023
P -0.3597 -0.2749 0.0083
S 1.2872 0.9667 -0.0076
H -0.0841 -0.9383 1.1786
H 0.1218 -0.9811 -1.2100
H 0.2651 2.0480 0.2695
```

Its multiplicity is 1. Its total charge is 0. As for the HOMO energy: -9.32 eV. Its SMILES is S=[PH2]S. As for the LUMO energy: 0.294 eV. The value obtained for the orbital gap is 9.614 eV.

These are the Mulliken partial charges, in e, on atoms 1 to 2:
1. S -0.365
2. P 0.216



<2>
Here is a single H3PS2 molecule from OMol25. Energies are from wB97M-V/def2-TZVPD.

XYZ file:
```
6
Properties=species:S:1:pos:R:3
S 0.4147 0.1108 1.8626
P 0.2191 0.4575 0.0154
S -0.2268 -1.3223 -0.8987
H 1.3201 0.9281 -0.4910
H -0.7503 1.2416 -0.5866
H -0.9768 -1.4157 0.0983
```

Its multiplicity is 1. Its total charge is 0. As for the HOMO energy: -9.08 eV. Its SMILES is S=[PH2]S. As for the LUMO energy: 0.588 eV. The value obtained for the orbital gap is 9.670 eV.

These are the Mulliken partial charges, in e, on atoms 1 to 2:
1. S -0.366
2. P 0.262



Calculated relative energies: <1> 5.0; <2> 0.0, given in kJ/mol



<1>
Here is 2 unconnected molecules or ions with the total composition C4H5FO from OMol25. Energies are from wB97M-V/def2-TZVPD.

XYZ file:
```
11
Properties=species:S:1:pos:R:3
C 0.7587 -0.1167 1.2196
C 1.4525 -0.9156 0.6889
C -0.1451 0.9281 1.7275
C -0.8904 -1.1637 -1.9569
O -0.7608 -0.7893 -3.1565
F -0.8508 -0.1509 -1.0177
H -1.1987 0.7523 1.7424
H 0.1182 1.1919 2.8501
H -0.1453 1.6382 0.9778
H 2.2668 -1.5271 0.2974
H -0.6051 0.1529 -3.3725
```

Its multiplicity is 1. Its total charge is 0. As for the HOMO energy: -9.76 eV. As for the LUMO energy: 0.593 eV. The value obtained for the orbital gap is 10.350 eV.

These are the Mulliken partial charges, in e, on atoms 1 to 2:
1. C -0.057
2. C -0.056



<2>
Here is a single C4H5FO molecule from OMol25. Energies are from wB97M-V/def2-TZVPD.

XYZ file:
```
11
Properties=species:S:1:pos:R:3
C -1.4208 0.6052 0.7079
C -0.8100 0.4058 -0.4956
F -1.3900 0.8505 -1.7008
C 0.5383 0.0318 -0.7926
C 1.2104 -0.7420 0.3129
O 1.0841 -1.4098 -0.9034
H -0.6688 0.2460 1.4951
H -2.5945 0.8932 1.0870
H 1.1379 0.6492 -1.5550
H 2.2420 -0.3622 0.7000
H 0.6714 -1.1680 1.1445
```

Its multiplicity is 1. Its total charge is 0. As for the HOMO energy: -10.05 eV. Its SMILES is C=C(F)[C@H]1CO1. As for the LUMO energy: 0.649 eV. The value obtained for the orbital gap is 10.701 eV.

These are the Mulliken partial charges, in e, on atoms 1 to 2:
1. C -0.550
2. C 0.302



<3>
Here is a single C4H5FO molecule from OMol25. Energies are from wB97M-V/def2-TZVPD.

XYZ file:
```
11
Properties=species:S:1:pos:R:3
C 2.3531 0.2662 -0.2893
C 0.9345 0.1510 -0.0588
C -0.2388 0.0464 0.1631
C -1.6743 -0.0543 0.3714
O -2.1735 -1.1683 -0.2602
F -2.3036 1.0831 -0.1403
H 2.5562 1.1559 -0.8838
H 2.8812 0.3430 0.6602
H 2.7101 -0.6105 -0.8278
H -1.9092 -0.0338 1.4549
H -3.1359 -1.1787 -0.1894
```

Its multiplicity is 1. Its total charge is 0. As for the HOMO energy: -10.12 eV. Its SMILES is CC#C[C@H](O)F. As for the LUMO energy: 0.889 eV. The value obtained for the orbital gap is 11.013 eV.

These are the Mulliken partial charges, in e, on atoms 1 to 2:
1. C -1.310
2. C 1.055



<4>
Here is a single C4H5FO molecule from OMol25. Energies are from wB97M-V/def2-TZVPD.

XYZ file:
```
11
Properties=species:S:1:pos:R:3
O -1.5135 -0.4092 1.7511
C -1.2449 -0.4464 0.5772
C 0.0366 -0.9647 -0.0043
C 0.6107 0.2026 -0.7387
C 0.9811 1.3137 -0.1736
F 0.7850 1.5697 1.1058
H -2.0659 -0.1370 -0.1031
H -0.4489 -1.6866 -0.7555
H 0.5705 -1.5898 0.7440
H 0.7316 0.0655 -1.8160
H 1.5576 2.0823 -0.5871
```

Its multiplicity is 1. Its total charge is 0. As for the HOMO energy: -9.57 eV. Its SMILES is O=CC/C=C\F. As for the LUMO energy: 0.885 eV. The value obtained for the orbital gap is 10.453 eV.

These are the Mulliken partial charges, in e, on atoms 1 to 2:
1. O -0.473
2. C -0.075



Calculated relative energies: <1> 291.8; <2> 192.5; <3> 13.4; <4> 0.0, given in kJ/mol



<1>
Here is 2 unconnected molecules or ions with the total composition C3H7N5O from OMol25. Energies are from wB97M-V/def2-TZVPD.

XYZ file:
```
16
Properties=species:S:1:pos:R:3
C -1.5395 -0.5172 -0.5700
C -1.4916 0.8582 -0.5022
C 1.9744 0.3655 0.2547
N -0.5014 -1.3591 0.1395
N -0.6072 1.4051 0.4100
N -0.3561 -0.6590 1.4172
N 0.1335 0.5863 1.2478
N 1.6887 -0.0547 -0.9798
O 2.9803 0.7032 0.8023
H -2.1937 -1.0666 -1.1656
H -2.1149 1.4653 -1.0601
H -1.0153 -2.1647 0.3800
H -0.5960 2.3878 0.6258
H 0.3796 -1.1538 1.9526
H 0.8661 -0.6708 -1.2968
H 2.3933 -0.1255 -1.6554
```

Its multiplicity is 1. Its total charge is 0. As for the HOMO energy (alpha / beta): -7.07 / -7.06 eV. As for the LUMO energy (alpha / beta): 0.738 / 0.739 eV. The value obtained for the orbital gap (alpha / beta) is 7.805 / 7.803 eV.

These are the Mulliken partial charges, in e, on atoms 1 to 2:
1. C -0.495
2. C -0.216



<2>
Here is 2 unconnected molecules or ions with the total composition C3H7N5O from OMol25. Energies are from wB97M-V/def2-TZVPD.

XYZ file:
```
16
Properties=species:S:1:pos:R:3
C -0.8579 -0.3429 -1.2315
C -1.1577 0.9074 -0.4728
O -2.1762 1.5497 -0.5177
N -0.1481 1.3209 0.4053
N -0.3624 2.4670 1.2122
C 0.9860 0.6599 0.5722
N 2.0471 0.2329 0.7278
H -1.7284 -0.6126 -1.8219
H -0.5985 -1.1596 -0.5541
H -0.0062 -0.1853 -1.8892
H -0.0227 3.2949 0.7220
H -1.3730 2.5598 1.3187
H 0.4849 -3.7482 0.2171
N 0.7411 -2.7413 0.2245
N 1.9464 -2.6079 0.4297
H 2.2255 -1.5947 0.6577
```

Its multiplicity is 1. Its total charge is 0. As for the HOMO energy: -8.88 eV. Its SMILES is CC(=O)N(N)C#N.[H]/N=N/[H]. As for the LUMO energy: 0.646 eV. The value obtained for the orbital gap is 9.522 eV.

These are the Mulliken partial charges, in e, on atoms 1 to 2:
1. C -1.089
2. C 0.757



Calculated relative energies: <1> 231.9; <2> 0.0, given in kJ/mol